1.
Computed, not measured: a molecular structure, C47H60IMnO4, with ωB97M-V with the def2-TZVPD basis set.

Lowest unoccupied orbital energy (alpha / beta) in eV: 0.46 / 0.17
HOMO level (alpha / beta) in eV: -7.2646 / -7.4686
Multiplicity: 5

Each line ends with the Löwdin charge.
Positions of all 113 atoms, in Å:
C1 5.366 1.329 2.035  -0.064
H1 -1.802 3.933 2.404  0.083
O1 0.114 -2.026 -3.425  -0.244
H2 -2.053 -3.797 0.117  0.117
C2 0.062 3.949 0.290  -0.154
H3 -0.783 3.363 -4.774  0.100
C3 -1.103 -3.583 -0.360  0.026
C4 -4.181 0.018 0.066  -0.170
H4 -0.799 -4.386 3.591  0.088
H5 0.544 2.344 -5.407  0.104
C5 3.056 1.219 -1.553  -0.132
H6 5.501 -2.089 1.602  0.072
H7 4.001 -2.127 0.097  0.110
C6 2.629 2.538 -2.157  -0.059
H8 0.976 4.449 3.590  0.088
C7 1.281 -3.602 -0.346  0.029
H9 4.163 -0.524 3.693  0.086
H10 -0.627 -2.377 -5.299  0.101
Mn1 0.141 0.026 -3.348  0.891
C8 1.264 3.627 -0.340  0.025
H11 6.073 1.677 1.279  0.092
H12 1.337 -5.523 3.104  0.087
H13 1.984 -4.058 2.368  0.081
H14 1.045 -2.947 -5.025  0.098
H15 -2.073 3.788 0.125  0.108
C9 -2.505 0.018 -2.211  -0.291
H16 0.159 6.653 0.692  0.090
H17 -3.185 -3.275 -2.042  0.127
H18 -0.745 -6.565 2.352  0.085
H19 3.386 3.298 -1.953  0.128
H20 -4.065 2.153 -0.104  0.104
C10 0.086 -3.937 0.279  -0.149
C11 0.094 2.719 -2.189  -0.200
H21 -6.034 -1.960 0.816  0.074
H22 -1.738 -3.606 2.315  0.073
H23 -4.839 2.033 1.950  0.079
C12 1.318 -2.967 -1.588  -0.122
H24 -7.036 -0.894 1.795  0.081
C13 -2.913 -1.193 -1.628  -0.126
H25 6.422 -1.014 2.644  0.081
C14 -1.133 2.979 -1.600  -0.122
H26 -5.076 -0.777 3.313  0.085
C15 0.732 6.066 1.413  -0.044
C16 -3.743 1.202 -0.512  0.017
H27 -6.841 -0.584 0.062  0.091
H28 -3.612 0.100 2.838  0.057
C17 -1.308 4.887 2.206  -0.063
H29 0.487 2.920 2.839  -0.016
H30 0.915 3.738 -4.358  0.105
C18 3.066 -1.195 -1.566  -0.135
H31 -3.883 -1.537 2.247  0.072
H32 2.548 -2.384 -3.254  0.109
C19 4.096 0.008 0.286  -0.169
H33 4.598 2.093 2.164  0.072
H34 0.763 6.616 2.356  0.085
H35 3.988 2.143 0.117  0.104
C20 3.739 1.194 -0.342  0.017
C21 -0.698 -6.016 1.409  -0.045
C22 -2.921 1.223 -1.635  -0.136
H36 -0.300 0.800 -0.505  -0.043
H37 1.753 5.981 1.039  0.079
C23 -6.327 -0.920 0.965  -0.054
O2 0.123 2.071 -3.432  -0.244
C24 0.050 -2.852 -4.590  -0.013
C25 -0.725 -3.841 2.647  -0.049
C26 5.886 -1.073 1.694  -0.055
H38 3.203 -1.332 2.441  0.072
O3 2.024 0.017 -3.339  -0.193
H39 0.411 -0.932 -0.181  -0.041
C27 0.033 -4.682 1.613  -0.552
H40 1.949 3.743 2.299  0.073
H41 3.392 -3.270 -1.977  0.127
C28 -4.378 -0.595 2.491  -0.052
H42 -0.179 -6.638 0.677  0.091
O4 -1.743 0.016 -3.314  -0.187
C29 0.105 -2.683 -2.190  -0.198
H43 2.015 -5.590 1.478  0.087
C30 -1.119 3.593 -0.346  0.031
H44 -1.719 -5.865 1.057  0.078
H45 6.602 -0.909 0.886  0.092
C31 0.093 4.687 1.629  -0.552
H46 -6.171 1.829 0.802  0.089
H47 -4.040 -2.120 -0.084  0.112
C32 -5.644 1.365 1.638  -0.069
H48 -1.235 5.427 3.152  0.087
C33 1.310 2.997 -1.574  -0.117
H49 -6.344 1.283 2.472  0.085
H50 2.938 0.375 2.778  0.044
C34 4.764 -0.027 1.661  -0.553
H51 5.900 1.243 2.984  0.084
C35 2.702 0.016 -2.177  -0.288
H52 -3.191 3.306 -2.052  0.127
C36 -2.432 -2.503 -2.213  -0.057
C37 0.927 3.900 2.647  -0.065
H53 2.204 3.855 0.148  0.116
H54 2.551 2.413 -3.236  0.110
C38 3.748 -1.176 -0.360  0.010
I1 -0.221 0.274 2.118  0.946
H55 -1.943 5.472 1.539  0.086
C39 -2.440 2.532 -2.221  -0.060
C40 1.428 -4.976 2.164  -0.063
C41 -5.119 -0.024 1.275  -0.555
C42 2.635 -2.510 -2.177  -0.057
H56 -2.313 -2.376 -3.288  0.111
H57 -0.333 -3.833 -4.312  0.110
C43 0.201 2.940 -4.564  -0.009
C44 3.704 -0.399 2.708  -0.054
H58 -0.211 -2.897 2.833  0.042
C45 -3.732 -1.170 -0.510  0.011
C46 0.189 0.077 0.131  -0.504
H59 -2.316 2.402 -3.295  0.109
C47 -1.125 -2.951 -1.594  -0.113
H60 2.226 -3.831 0.129  0.106

2.
Computed, not measured: a molecular structure, C47H61LaN9OS2Se in a non-equilibrium geometry, with ωB97M-V with the def2-TZVPD basis set.

Lowest unoccupied orbital energy in eV: 1.54
Total charge: -1
HOMO level in eV: -4.0304
Multiplicity: 1

Each line ends with the Löwdin charge.
Positions of all 122 atoms, in Å:
H1 4.254 -19.387 4.089  0.106
C1 8.647 -17.170 9.984  -0.238
H2 0.942 -19.800 7.404  0.107
H3 5.043 -23.583 7.031  0.034
H4 10.391 -13.474 11.490  0.066
C2 11.051 -22.024 13.287  -0.195
H5 1.156 -20.660 10.392  0.078
H6 12.780 -19.645 12.868  0.103
C3 5.407 -21.228 3.739  -0.058
N1 6.321 -21.726 10.534  -0.055
H7 11.045 -17.123 13.339  0.061
C4 10.382 -22.161 14.669  -0.098
N2 6.288 -20.867 6.370  0.040
H8 7.768 -13.609 8.092  0.100
H9 1.503 -17.669 7.014  0.107
Se1 11.860 -18.290 7.440  0.452
N3 8.310 -23.721 8.346  -0.060
H10 3.863 -25.169 11.706  0.102
C5 7.455 -15.562 8.872  -0.157
O1 4.138 -23.295 6.810  -0.070
C6 6.930 -14.287 8.276  -0.202
N4 5.052 -19.411 9.121  -0.009
H11 6.956 -15.694 3.708  0.024
H12 10.601 -24.577 10.416  0.064
H13 6.085 -25.896 12.026  0.110
H14 7.031 -24.669 5.240  0.087
C7 3.812 -24.524 10.806  -0.202
H15 4.923 -16.203 7.937  0.109
H16 12.402 -18.358 11.699  0.108
C8 10.771 -19.706 12.066  -0.121
H17 9.087 -15.489 5.294  0.046
C9 11.989 -18.939 12.544  -0.191
S1 7.329 -17.123 5.627  0.758
C10 6.707 -21.954 5.640  -0.230
C11 9.577 -14.190 11.275  -0.091
H18 9.722 -13.973 9.103  0.102
C12 5.084 -22.265 10.264  -0.235
H19 2.840 -26.090 9.660  0.060
C13 0.678 -20.170 9.522  -0.097
H20 3.528 -24.779 8.630  0.052
H21 5.513 -12.704 8.689  0.063
H22 10.597 -17.253 10.886  0.107
S2 10.370 -22.062 9.049  0.577
H23 9.329 -22.503 14.574  0.060
H24 10.727 -15.297 9.769  0.110
C14 11.668 -17.966 13.701  -0.097
C15 6.990 -22.613 11.349  -0.245
C16 9.739 -14.782 9.850  -0.193
C17 9.041 -21.154 11.869  -0.289
C18 10.378 -20.992 12.410  -0.156
C19 5.395 -17.058 8.493  0.017
C20 3.691 -25.408 9.530  -0.085
H25 4.044 -22.479 7.352  0.014
H26 8.600 -23.945 4.779  0.092
N5 7.487 -17.789 9.583  -0.011
C21 5.484 -19.977 5.763  -0.162
H27 10.405 -21.170 15.184  0.079
H28 6.895 -25.530 14.395  0.071
La1 7.514 -20.309 8.846  1.921
C22 5.003 -23.620 10.859  -0.123
C23 1.498 -20.292 8.229  -0.201
C24 4.084 -21.654 9.491  0.004
H29 6.989 -23.740 14.094  0.069
H30 6.294 -13.359 10.157  0.072
H31 8.632 -13.622 11.338  0.064
N6 9.146 -19.369 7.071  -0.121
C25 2.000 -16.224 8.586  -0.094
N7 8.617 -20.005 11.229  -0.017
C26 9.660 -19.112 11.317  -0.246
H32 2.996 -16.724 6.729  0.111
H33 3.161 -22.261 9.374  0.107
H34 7.656 -17.285 3.267  0.031
H35 1.517 -16.714 9.455  0.073
H36 6.722 -22.965 3.707  0.108
C27 4.608 -18.227 8.556  -0.277
C28 9.462 -23.484 9.034  -0.935
H37 2.888 -15.671 8.968  0.061
H38 5.225 -19.123 6.387  0.075
C29 9.640 -17.806 10.762  0.049
H39 4.591 -26.057 9.408  0.082
C30 6.713 -16.824 8.986  -0.255
H40 11.114 -18.481 14.497  0.067
C31 6.488 -24.687 13.808  -0.096
H41 9.237 -16.346 6.846  0.014
C32 4.977 -20.111 4.482  -0.054
N8 7.800 -22.699 7.628  -0.101
H42 9.582 -14.984 12.052  0.071
C33 10.261 -18.999 7.195  -1.027
C34 6.927 -16.770 3.896  -0.410
H43 9.723 -17.201 5.357  0.019
C35 4.007 -20.308 9.003  -0.250
C36 2.410 -17.250 7.512  -0.199
H44 11.052 -23.023 12.775  0.111
H45 5.905 -17.175 3.731  0.023
H46 10.919 -22.879 15.302  0.063
C37 8.248 -22.337 11.931  0.028
H47 5.051 -21.395 2.725  0.103
H48 0.527 -19.106 9.808  0.072
H49 1.565 -21.372 7.991  0.106
C38 2.865 -19.681 8.356  -0.143
C39 8.649 -15.771 9.529  -0.143
H50 12.589 -17.520 14.139  0.071
H51 5.422 -24.572 14.036  0.074
C40 3.236 -18.375 8.074  -0.150
H52 2.899 -23.902 10.933  0.110
C41 7.504 -22.934 6.359  -0.307
H53 6.482 -14.478 7.278  0.101
H54 1.277 -15.505 8.164  0.068
H55 8.685 -23.206 12.476  0.103
H56 8.434 -24.863 6.313  0.075
C42 6.313 -22.125 4.286  -0.014
H57 12.098 -21.729 13.445  0.099
C43 7.928 -24.150 5.629  -0.048
H58 9.312 -25.431 9.656  0.084
H59 7.734 -25.174 12.075  0.106
C44 6.660 -24.994 12.318  -0.207
C45 6.205 -23.829 11.497  -0.147
H60 -0.289 -20.654 9.377  0.062
N9 9.829 -24.570 9.785  0.051
C46 5.871 -13.616 9.168  -0.090
H61 5.008 -14.285 9.328  0.058
C47 8.991 -16.481 5.780  -0.431

3.
Computed, not measured: a molecular structure, C47H61O7SV, with ωB97M-V with the def2-TZVPD basis set.

Lowest unoccupied orbital energy (alpha / beta) in eV: -4.00 / -3.30
Total charge: +1
HOMO level (alpha / beta) in eV: -10.5967 / -10.6856
Multiplicity: 2

Each line ends with the Löwdin charge.
Positions of all 117 atoms, in Å:
V1 2.209 -1.674 -0.095  1.177
C1 -2.894 0.882 5.082  -0.040
H1 1.722 6.181 0.215  0.092
H2 5.523 -2.114 1.943  0.061
C2 5.897 -2.631 1.064  -0.099
H3 -3.022 -3.827 -2.100  0.120
H4 -1.801 3.161 -2.470  0.079
H5 6.871 -2.246 0.773  0.086
C3 -0.265 -1.529 -2.787  -0.108
H6 -6.510 -3.545 -0.706  0.089
C4 2.434 1.174 -2.611  -0.045
C5 -4.621 -4.308 0.033  -0.558
H7 -2.923 -3.819 2.178  0.111
O1 5.516 -2.602 -1.499  -0.236
H8 -5.778 -5.980 -0.715  0.090
C6 1.108 0.486 -2.821  -0.115
C7 -1.361 -0.751 -3.156  0.051
H9 4.155 7.013 -1.407  0.089
H10 -6.228 -4.785 1.382  0.090
H11 5.831 4.849 0.102  0.092
C8 -2.467 1.488 -3.716  -0.555
C9 -0.458 -3.008 -2.529  -0.050
C10 2.572 1.910 -1.303  -0.110
C11 -0.516 -3.058 -0.019  -0.180
C12 -1.220 -0.758 3.149  0.040
H12 0.498 -3.533 -2.524  0.122
H13 2.910 5.934 -2.025  0.088
C13 -0.012 1.212 -3.187  0.044
C14 -3.455 1.215 2.658  -0.038
H14 -4.577 1.334 -4.103  0.090
H15 -3.519 3.180 -2.863  0.090
C15 -2.680 2.530 -2.610  -0.039
O2 2.166 -1.597 2.013  -0.241
S1 4.806 -2.368 -0.290  0.533
H16 -4.362 1.753 2.937  0.090
H17 0.100 2.280 -3.334  0.128
H18 -5.144 -3.142 -1.742  0.076
C16 -1.132 0.619 3.332  -0.137
C17 3.723 5.375 -0.079  -0.559
C18 -2.377 1.406 3.735  -0.555
H19 2.109 -2.711 -3.922  0.111
C19 3.064 3.232 1.087  0.028
C20 2.919 -2.328 2.998  0.001
O3 1.772 0.043 -0.063  -0.126
H20 3.606 -1.646 3.502  0.107
H21 -2.315 -1.249 -3.274  0.114
C21 0.945 -0.880 -2.627  -0.179
C22 -2.446 -3.660 1.221  0.040
C23 3.856 5.967 -1.482  -0.066
H22 -3.772 1.451 5.393  0.090
H23 2.237 -2.762 3.726  0.110
C24 3.030 3.226 -1.290  0.039
H24 3.252 0.456 -2.695  0.123
C25 -2.095 2.901 3.870  -0.064
O4 2.063 -1.620 -2.165  -0.248
C26 2.524 1.195 2.448  -0.047
C27 -1.265 0.619 -3.350  -0.138
O5 0.784 -2.631 -0.049  -0.134
H25 5.957 -3.704 1.238  0.090
O6 3.577 -3.225 -0.085  -0.360
H26 5.031 5.119 1.653  0.078
C28 2.814 -2.302 -3.202  0.020
H27 2.576 1.893 -3.419  0.131
H28 3.454 -3.117 2.478  0.090
H29 -3.058 2.798 -5.337  0.089
H30 -1.999 1.476 -5.843  0.093
H31 3.480 -1.587 -3.683  0.110
C29 2.699 6.212 0.699  -0.043
H32 -5.156 -3.537 2.006  0.086
C30 -2.496 -3.664 -1.167  0.032
H33 -3.183 -0.168 5.023  0.079
C31 1.061 -0.869 2.527  -0.177
H34 2.687 1.924 3.243  0.130
H35 -1.050 -3.431 -3.342  0.134
C32 -0.342 -3.008 2.481  -0.052
H36 -3.718 0.164 2.525  0.075
C33 -1.114 -3.255 1.214  -0.118
H37 3.385 -3.092 -2.729  0.087
C34 -2.193 2.198 -5.048  -0.040
H38 -2.901 2.045 -1.657  0.087
H39 3.208 3.704 -2.244  0.110
H40 -2.132 0.980 5.856  0.093
C35 2.326 1.292 -0.083  -0.204
C36 -5.458 -3.254 -0.704  -0.042
H41 5.440 6.491 0.627  0.089
H42 -1.366 3.110 4.656  0.090
C37 -0.142 -1.530 2.738  -0.107
C38 1.216 0.494 2.712  -0.117
C39 0.103 1.220 3.121  0.054
H43 4.614 5.452 -2.075  0.089
H44 -4.648 -5.234 2.011  0.089
H45 -3.112 1.600 1.696  0.087
H46 2.579 5.858 1.724  0.077
C40 3.259 3.920 -0.110  -0.149
C41 -4.737 -5.654 -0.695  -0.040
C42 -3.158 -3.866 0.045  -0.146
H47 -1.334 2.866 -4.982  0.079
C43 -1.171 -3.260 -1.228  -0.116
C44 -5.186 -4.472 1.443  -0.065
H48 -0.893 -3.439 3.318  0.135
H49 3.352 0.485 2.510  0.122
H50 -4.006 0.150 -2.931  0.084
O7 4.175 -1.015 -0.146  -0.341
H51 -3.673 -0.072 -4.658  0.090
H52 0.220 2.287 3.257  0.119
H53 -3.018 3.419 4.135  0.090
H54 -5.376 -2.279 -0.219  0.089
C45 2.611 1.923 1.129  -0.110
H55 3.023 7.253 0.745  0.089
H56 -4.390 -5.587 -1.726  0.079
C46 -3.749 0.668 -3.858  -0.063
H57 3.274 3.728 2.028  0.119
H58 -1.732 3.333 2.936  0.088
H59 -2.169 -1.259 3.307  0.123
H60 0.612 -3.532 2.426  0.118
H61 -4.149 -6.423 -0.190  0.093
C47 5.087 5.459 0.618  -0.042